Formula: C49H103BN3O14P2S2
Source: OMol25
Level of theory: ωB97M-V/def2-TZVPD

Element x y z (Å)
1 C -3.3573 -4.4513 0.7305
2 C -2.3469 -4.1034 -0.3694
3 B -2.5077 -2.7689 -1.1541
4 O -1.7813 -2.4485 -2.2656
5 N -3.5201 -1.6942 -0.8095
6 P -5.2278 -1.9541 -0.6313
7 S -5.9379 -1.7795 1.1472
8 C -3.0891 -0.4412 -0.6442
9 N -3.8390 0.5768 -0.2986
10 C -3.0219 1.7451 0.0815
11 C -3.5527 2.4455 1.3456
12 C -4.1686 1.5595 2.4422
13 C -5.4440 2.1244 3.0621
14 C -6.0368 1.1399 4.0720
15 C -5.0777 0.7602 5.2293
16 C -4.6571 -0.7133 5.1830
17 C -3.4057 -1.1280 5.9880
18 C -2.2706 -0.0954 6.1227
19 C -0.8725 -0.7384 6.2227
20 C 0.0748 -0.1174 7.2580
21 C 0.7170 1.1903 6.8488
22 O -0.2869 2.1800 6.6945
23 C 0.2398 3.4460 6.3780
24 C -1.5695 1.1823 0.0120
25 C -0.5943 2.0689 -0.7751
26 C 0.2707 3.0653 0.0068
27 C 1.6232 2.5297 0.4935
28 C 2.7883 3.5155 0.2684
29 O 2.3975 4.8707 0.2791
30 C 2.2801 5.4010 1.5840
31 P -0.9229 0.5220 1.5941
32 O -2.0269 -0.6246 1.8706
33 O 0.3555 -0.2711 1.0460
34 S -0.5872 1.7017 3.0714
35 N -1.7420 -0.1155 -0.7834
36 H -4.3704 -4.5570 0.3365
37 H -3.1104 -5.4176 1.1726
38 H -3.3678 -3.7074 1.5267
39 H -1.3367 -4.1143 0.0621
40 H -2.3380 -4.9064 -1.1178
41 H -0.9281 -2.8892 -2.2440
42 H -5.3463 -3.1890 -1.2744
43 H -5.7162 -0.9869 -1.5112
44 H -4.7352 0.4340 0.1580
45 H -3.1061 2.4844 -0.7201
46 H -2.7114 3.0110 1.7573
47 H -4.2911 3.1804 1.0148
48 H -3.4213 1.4042 3.2219
49 H -4.4060 0.5600 2.0561
50 H -5.2637 3.1121 3.5030
51 H -6.1764 2.2866 2.2592
52 H -6.2811 0.2330 3.5039
53 H -6.9779 1.5270 4.4648
54 H -4.1946 1.3967 5.1857
55 H -5.5913 0.9676 6.1709
56 H -5.4989 -1.3030 5.5612
57 H -4.5347 -1.0207 4.1363
58 H -3.6974 -1.4602 6.9882
59 H -2.9908 -2.0194 5.4991
60 H -2.2778 0.5950 5.2756
61 H -2.4390 0.5006 7.0227
62 H -0.9781 -1.8044 6.4552
63 H -0.3908 -0.6888 5.2367
64 H -0.4676 0.0425 8.1957
65 H 0.8791 -0.8291 7.4675
66 H 1.3072 1.0936 5.9286
67 H 1.4138 1.5182 7.6343
68 H 1.0823 3.3655 5.6814
69 H -0.5485 4.0352 5.9072
70 H 0.5784 3.9685 7.2795
71 H -1.2116 2.6363 -1.4783
72 H 0.0540 1.4162 -1.3682
73 H -0.3043 3.4242 0.8656
74 H 0.4419 3.9295 -0.6344
75 H 1.8671 1.6044 -0.0413
76 H 1.5742 2.2531 1.5510
77 H 3.2698 3.3333 -0.6946
78 H 3.5441 3.3504 1.0466
79 H 3.2030 5.2467 2.1537
80 H 1.4353 4.9588 2.1257
81 H 2.1078 6.4719 1.4879
82 H -2.3171 -0.5863 2.7929
83 H 0.9511 -0.4302 1.7932
84 H -1.5510 0.0281 -1.7735
85 C -0.0910 -2.3646 -7.7349
86 C -0.8288 -1.6488 -6.6420
87 O -1.0915 -0.4665 -6.6866
88 C -1.2558 -2.4816 -5.4538
89 H 0.1594 -1.6671 -8.5311
90 H 0.8215 -2.8183 -7.3493
91 H -0.7065 -3.1680 -8.1401
92 H -0.3828 -2.9153 -4.9625
93 H -1.9015 -3.2985 -5.7816
94 H -1.7937 -1.8542 -4.7486
95 C -7.0657 -1.7605 -4.9644
96 C -7.6737 -0.7419 -4.0337
97 O -7.0863 -0.3488 -3.0474
98 C -9.0426 -0.2312 -4.3886
99 H -6.0779 -2.0496 -4.6111
100 H -7.7078 -2.6407 -5.0246
101 H -6.9805 -1.3426 -5.9684
102 H -9.7507 -1.0605 -4.4283
103 H -9.0222 0.2352 -5.3747
104 H -9.3716 0.4938 -3.6490
105 C 5.7602 0.2441 4.2660
106 C 4.3655 -0.2998 4.1427
107 O 3.5542 -0.1888 5.0354
108 C 4.0217 -1.0054 2.8492
109 H 5.8822 0.7135 5.2394
110 H 6.4919 -0.5559 4.1599
111 H 5.9606 0.9693 3.4767
112 H 4.6962 -1.8483 2.6951
113 H 4.1473 -0.3226 2.0065
114 H 2.9958 -1.3697 2.8860
115 C 0.8694 -5.7997 -10.9892
116 C 0.8959 -5.9701 -9.4925
117 O 0.9635 -5.0196 -8.7464
118 C 0.8259 -7.3838 -8.9719
119 H 0.9231 -4.7438 -11.2415
120 H 1.7114 -6.3267 -11.4409
121 H -0.0496 -6.2257 -11.3948
122 H 1.6667 -7.9650 -9.3536
123 H -0.0933 -7.8605 -9.3158
124 H 0.8510 -7.3790 -7.8849
125 C 10.8745 -0.2123 4.1292
126 C 9.6354 0.6125 4.3747
127 O 8.6746 0.5510 3.6415
128 C 9.6470 1.5121 5.5843
129 H 10.7445 -0.8179 3.2358
130 H 11.7390 0.4416 4.0045
131 H 11.0678 -0.8596 4.9860
132 H 10.4694 2.2261 5.5110
133 H 9.7948 0.9198 6.4885
134 H 8.7025 2.0447 5.6590
135 C 1.7342 1.3280 -7.4059
136 C 1.6705 2.2382 -8.6084
137 O 2.4743 2.1672 -9.5057
138 C 0.5374 3.2369 -8.6312
139 H 2.5863 0.6584 -7.5060
140 H 1.8400 1.9173 -6.4929
141 H 0.8153 0.7433 -7.3344
142 H 0.5997 3.8940 -7.7619
143 H -0.4192 2.7132 -8.5870
144 H 0.5895 3.8306 -9.5403
145 C -4.3541 -3.3814 -8.0771
146 C -3.9656 -4.8224 -8.3222
147 O -3.2628 -5.1403 -9.2495
148 C -4.4941 -5.8409 -7.3392
149 H -3.9140 -2.7503 -8.8455
150 H -5.4391 -3.2671 -8.0967
151 H -3.9905 -3.0645 -7.0971
152 H -5.5853 -5.8264 -7.3338
153 H -4.1505 -5.6020 -6.3306
154 H -4.1464 -6.8329 -7.6155
155 C 5.6506 -0.2412 9.7148
156 C 5.6204 0.5268 8.4164
157 O 6.5963 0.6121 7.7063
158 C 4.3121 1.1805 8.0463
159 H 6.6398 -0.6643 9.8704
160 H 5.4012 0.4201 10.5462
161 H 4.9095 -1.0419 9.6918
162 H 4.0238 1.9018 8.8135
163 H 3.5313 0.4253 7.9511
164 H 4.4186 1.6917 7.0930
165 C 7.5860 5.4179 -0.9364
166 C 6.7675 6.2765 -0.0006
167 O 7.2548 6.7966 0.9734
168 C 5.3063 6.4436 -0.3437
169 H 8.6138 5.3707 -0.5860
170 H 7.1692 4.4101 -0.9822
171 H 7.5629 5.8348 -1.9446
172 H 4.8077 5.4744 -0.3577
173 H 5.1988 6.8955 -1.3310
174 H 4.8295 7.0800 0.3981

Values from the calculation:
HOMO: -10.66 eV
2S+1: 1
F_max: 1.371 eV Å⁻¹
frontier orbital gap: 8.10 eV
net charge: +1
DFT total energy: -126542.4569 eV
relative energy (zero: lowest compared OMol25 entry of this formula, charge and spin): 0.000 eV



Formula: C18H20N4O3S2
Source: OMol25
Level of theory: ωB97M-V/def2-TZVPD

Element x y z (Å)
1 C 1.9443 2.9364 2.3919
2 H 2.2004 3.6729 3.1495
3 H 1.3755 2.1396 2.8658
4 C 3.2029 2.3770 1.7404
5 H 3.8305 1.9035 2.4992
6 H 3.7770 3.1888 1.2915
7 C 2.8734 1.3581 0.6498
8 N 2.1720 0.2165 1.1941
9 C 1.0365 -0.2579 0.6582
10 O 0.4594 0.2769 -0.2727
11 C 0.4827 -1.5178 1.3247
12 N -0.0370 -2.4236 0.3229
13 S 0.9757 -2.6481 -0.9810
14 O 2.3143 -2.3807 -0.5275
15 O 0.6979 -3.9410 -1.5289
16 C 0.5358 -1.4465 -2.2354
17 C 1.4989 -0.8932 -3.0266
18 C 1.1742 0.0435 -4.0295
19 C -0.1163 0.4432 -4.2440
20 C -1.1264 -0.1070 -3.4375
21 N -2.4347 0.1562 -3.4648
22 S -3.1590 -0.7083 -2.3301
23 N -1.8752 -1.4767 -1.7439
24 C -0.7997 -1.0751 -2.4223
25 H -0.3761 1.1675 -4.9994
26 H 1.9709 0.4548 -4.6306
27 H 2.5249 -1.1786 -2.8545
28 H -0.9664 -2.1827 -0.0093
29 H 1.3016 -2.0509 1.8198
30 C -0.5986 -1.1617 2.3643
31 C -1.7945 -0.5162 1.7242
32 C -2.8792 -1.2913 1.3300
33 C -3.9704 -0.7117 0.7078
34 C -3.9857 0.6514 0.4619
35 C -2.9118 1.4316 0.8562
36 C -1.8264 0.8525 1.4882
37 H -0.9958 1.4693 1.7974
38 H -2.9200 2.4954 0.6706
39 H -4.8341 1.1051 -0.0293
40 H -4.8086 -1.3253 0.4116
41 H -2.8706 -2.3552 1.5182
42 H -0.8982 -2.0846 2.8634
43 H -0.1527 -0.4905 3.1018
44 H 2.6723 -0.3480 1.8622
45 H 3.7921 1.0231 0.1561
46 H 2.2116 1.7974 -0.1000
47 H 1.3125 3.4121 1.6456

Values from the calculation:
HOMO: -8.99 eV
2S+1: 1
F_max: 1.326 eV Å⁻¹
frontier orbital gap: 8.27 eV
net charge: 0
DFT total energy: -52764.2288 eV
relative energy (zero: lowest compared OMol25 entry of this formula, charge and spin): 1.330 eV